Version i
# C5H7ClO3

C5H7ClO3 in the gas phase (the ωB97M-V functional and the def2-TZVPD basis, OMol25).

XYZ file:
```
16
Properties=species:S:1:pos:R:3:lowdin_charge:R:1
C 1.827 -0.878 -0.267 0.0207
C 1.712 0.168 0.818 -0.5358
O 2.255 0.093 1.877 0.1371
O 0.988 1.285 0.517 -0.0075
C -0.181 1.134 -0.286 -0.1744
C -1.245 0.303 0.432 -0.1541
C -2.193 -0.356 -0.533 -0.8011
O -2.218 -0.230 -1.709 0.0770
Cl -3.356 -1.426 0.288 0.6549
H 2.517 -1.640 0.081 0.0925
H 2.193 -0.427 -1.190 0.0986
H 0.862 -1.345 -0.472 0.0840
H 0.050 0.720 -1.268 0.1173
H -0.549 2.145 -0.447 0.1373
H -1.849 0.928 1.094 0.1323
H -0.812 -0.474 1.067 0.1213
```

Calculated values
E_HOMO in eV: -10.700
Lowest unoccupied orbital energy in eV: 0.5834
Kohn-Sham gap in eV: 11.28
SMILES: CC(=O)OCCC(=O)Cl

---

Version ii
# C5H7ClO3

C5H7ClO3 in the gas phase (the ωB97M-V functional and the def2-TZVPD basis, OMol25).

XYZ file:
```
16
Properties=species:S:1:pos:R:3:lowdin_charge:R:1
C -3.029 -0.357 0.287 -0.1348
O -2.100 0.444 -0.407 -0.1047
C -0.772 -0.087 -0.311 -0.4851
O -0.548 -1.247 -0.273 0.1018
C 0.209 0.967 -0.162 0.0084
C 1.519 0.803 -0.093 -0.3559
O 2.363 1.853 0.027 0.0419
C 2.105 -0.683 -0.092 -0.4922
Cl 3.883 -0.695 -0.065 0.6097
H -2.991 -1.562 -0.188 0.1519
H -2.977 -0.613 1.361 0.0737
H -4.049 0.171 0.113 0.1079
H -0.236 2.116 -0.210 0.1919
H 3.244 1.406 0.056 0.0436
H 1.815 -1.213 -0.970 0.0509
H 1.565 -1.302 0.927 0.1910
```

Calculated values
E_HOMO in eV: -9.703
Lowest unoccupied orbital energy in eV: 0.5848
Kohn-Sham gap in eV: 10.29
SMILES: COC(=O)/C=C(/O)CCl

---

Most stable = version i

---

Version i
# C5H13N

C5H13N as an isolated structure (the ωB97M-V functional and the def2-TZVPD basis, OMol25).

XYZ file:
```
19
Properties=species:S:1:pos:R:3:lowdin_charge:R:1
C 2.791 0.549 -0.180 -0.1678
C 1.710 -0.427 0.265 -0.3703
C 0.359 0.174 -0.034 -0.3258
C -1.965 -0.598 -0.251 -0.2619
C -2.387 0.962 0.159 -0.1639
H 2.426 1.701 -0.151 0.0984
H 3.031 0.274 -1.400 0.1273
H 3.780 0.375 0.470 0.0908
H 1.875 -1.379 -0.311 0.1162
H 1.737 -0.651 1.308 0.0828
H 0.187 1.024 1.044 0.1723
H 0.239 0.771 -0.965 0.1139
H -0.276 -1.717 0.875 0.1999
H -2.576 -1.385 0.029 0.0706
H -2.063 -0.442 -1.285 0.0653
H -2.164 2.029 -0.647 0.1334
H -3.511 0.830 0.119 0.0242
H -1.910 1.527 1.347 0.1304
N -0.546 -0.987 -0.027 -0.1358
```

Calculated values
E_HOMO in eV: -8.384
Lowest unoccupied orbital energy in eV: 0.9854
Kohn-Sham gap in eV: 9.37

---

Version ii
# C5H13N

C5H13N in the gas phase (the ωB97M-V functional and the def2-TZVPD basis, OMol25).

XYZ file:
```
19
Properties=species:S:1:pos:R:3:lowdin_charge:R:1
C -2.011 -0.125 -0.191 -0.1336
N -0.756 -0.313 -0.893 -0.0808
C 0.363 0.029 -0.104 -0.7285
C 1.604 -0.229 -0.902 -0.0685
C 0.508 -0.850 1.133 -0.0585
C 0.221 1.508 0.290 -0.0446
H -2.327 0.934 -0.304 0.0852
H -2.714 -0.713 -0.754 0.0750
H -2.000 -0.399 0.871 0.0707
H -0.662 -1.322 -1.120 0.1233
H 1.578 0.417 -1.796 0.0894
H 1.684 -1.285 -1.239 0.0923
H 2.527 0.040 -0.378 0.0857
H 1.295 -0.542 1.728 0.0548
H -0.364 -0.837 1.801 0.0685
H 0.582 -1.918 0.804 0.1025
H -0.649 1.635 0.993 0.0870
H 1.169 1.895 0.692 0.0850
H -0.050 2.075 -0.630 0.0953
```

Calculated values
E_HOMO in eV: -8.863
Lowest unoccupied orbital energy in eV: 0.9988
Kohn-Sham gap in eV: 9.86
SMILES: CNC(C)(C)C

---

Version iii
# C5H13N

C5H13N in the gas phase (the ωB97M-V functional and the def2-TZVPD basis, OMol25).

XYZ file:
```
19
Properties=species:S:1:pos:R:3:lowdin_charge:R:1
C 1.268 -0.398 -1.231 -0.0746
C 0.462 -0.689 0.058 -0.3997
C 1.458 -0.334 1.260 -0.0586
N -0.717 0.147 0.222 -0.2752
C -1.998 -0.553 0.160 -0.0988
C -0.795 1.530 -0.255 -0.0831
H 2.231 -0.889 -1.320 0.0742
H 1.585 0.647 -1.139 0.0501
H 0.613 -0.329 -2.105 0.0791
H 0.202 -1.737 0.188 0.1235
H 2.019 0.601 1.170 0.0666
H 0.746 -0.169 2.064 0.0668
H 2.179 -1.143 1.349 0.0651
H -2.704 0.017 0.757 0.0812
H -2.310 -0.854 -0.855 0.0845
H -1.838 -1.503 0.673 0.0735
H 0.216 1.850 -0.455 0.0641
H -1.132 2.190 0.554 0.0816
H -1.485 1.615 -1.095 0.0798
```

Calculated values
E_HOMO in eV: -7.837
Lowest unoccupied orbital energy in eV: 1.0672
Kohn-Sham gap in eV: 8.90
SMILES: CC(C)N(C)C

---

Version iv
# C5H13N

A 2-piece molecular cluster, C5H13N overall (the ωB97M-V functional and the def2-TZVPD basis, OMol25).

XYZ file:
```
19
Properties=species:S:1:pos:R:3:lowdin_charge:R:1
C 0.067 1.933 -0.452 -0.1113
C 0.250 0.637 0.287 -0.2084
C 0.206 -0.605 -0.347 -0.3775
C 0.796 -1.800 0.363 -0.0930
C 0.140 -0.757 -1.844 -0.0855
H 0.295 2.781 0.201 0.0683
H 0.732 1.999 -1.317 0.0744
H -0.965 2.032 -0.799 0.0777
H 0.872 0.737 1.180 0.1013
H 1.864 -1.921 0.133 0.0808
H 0.281 -2.717 0.059 0.0705
H 0.704 -1.720 1.452 0.0664
H -0.443 -1.648 -2.097 0.0706
H 1.139 -0.881 -2.285 0.0869
H -0.335 0.092 -2.344 0.0656
N -1.467 0.458 1.964 -0.0019
H -1.716 -0.204 1.189 0.0586
H -0.794 0.120 2.650 0.0238
H -1.626 1.465 2.008 0.0327
```

Calculated values
E_HOMO in eV: -7.415
Lowest unoccupied orbital energy in eV: 0.9304
Kohn-Sham gap in eV: 8.35
SMILES: CC=C(C)C.N

---

Most stable = version ii